Below is C26H48BrO4PS2SiYb as an isolated structure, with properties calculated with wB97M-V/def2-TZVPD.

The frontier orbital gap is 7.29 eV. Its HOMO energy is -6.8 eV.

Geometry as ORCA input:
```
! RIJCOSX wB97M-V def2-TZVPD def2/J DEFGRID3
* xyz 0 1
Yb -0.570 -0.501 -1.698
C 1.578 -4.596 -6.387
C 1.131 -4.294 -4.981
O 0.471 -3.008 -4.992
P -0.690 -2.699 -3.941
S -1.271 -0.852 -4.310
S -0.112 -3.179 -2.095
O -1.831 -3.756 -4.312
C -2.422 -3.715 -5.633
C -2.678 -5.131 -6.078
H 2.092 -5.559 -6.419
H 2.263 -3.832 -6.755
H 0.726 -4.641 -7.066
H 1.970 -4.229 -4.287
H 0.445 -5.055 -4.603
H -1.753 -3.194 -6.320
H -3.343 -3.137 -5.560
H -1.743 -5.685 -6.184
H -3.188 -5.135 -7.042
H -3.303 -5.660 -5.358
C 3.528 -1.853 3.998
C 2.862 -1.639 2.624
C 3.879 -0.941 1.708
C 2.603 -3.024 2.004
Si 1.278 -0.599 2.821
Br 0.201 -0.862 0.904
C 0.068 -1.289 4.117
C 0.490 -0.840 5.530
C 0.065 -2.825 4.085
C -1.392 -0.851 3.900
C 1.568 1.285 2.927
C 2.606 1.609 4.021
C 0.265 2.023 3.271
C 2.061 1.902 1.608
H 4.477 -2.380 3.854
H 2.921 -2.464 4.667
H 3.755 -0.922 4.519
H 4.737 -1.609 1.578
H 4.259 -0.007 2.119
H 3.478 -0.731 0.713
H 3.569 -3.525 1.884
H 2.143 -2.963 1.017
H 1.978 -3.667 2.622
H 1.518 -1.106 5.784
H -0.158 -1.328 6.265
H 0.384 0.236 5.674
H 1.020 -3.262 4.378
H -0.200 -3.225 3.103
H -0.686 -3.184 4.795
H -1.544 0.224 3.958
H -1.999 -1.311 4.687
H -1.792 -1.188 2.943
H 2.333 1.232 5.008
H 2.700 2.697 4.109
H 3.597 1.221 3.784
H -0.111 1.796 4.268
H -0.534 1.819 2.553
H 0.462 3.100 3.239
H 3.023 1.525 1.270
H 2.174 2.980 1.768
H 1.349 1.765 0.793
C -3.359 7.309 -1.397
C -2.818 5.905 -1.382
C -3.659 4.809 -1.342
C -3.176 3.499 -1.308
C -4.226 2.414 -1.258
C -1.789 3.294 -1.331
C -0.907 4.396 -1.375
C 0.605 4.337 -1.368
C -1.450 5.678 -1.390
C -1.265 1.870 -1.317
O -0.048 1.655 -1.597
O -2.093 0.951 -1.035
H -4.409 7.329 -1.688
H -2.801 7.939 -2.090
H -3.281 7.765 -0.408
H -4.732 4.964 -1.335
H -5.209 2.884 -1.271
H -4.136 1.798 -0.365
H -4.158 1.726 -2.101
H 1.007 3.754 -2.188
H 0.980 3.882 -0.452
H 0.991 5.355 -1.426
H -0.773 6.525 -1.422
*
```

Below is C26H48ClGaOP as an isolated structure, with properties calculated with wB97M-V/def2-TZVPD.

The frontier orbital gap is 3.60 eV. Its HOMO energy is -1.3 eV.

Geometry as ORCA input:
```
! RIJCOSX wB97M-V def2-TZVPD def2/J DEFGRID3
* xyz -1 1
Ga 0.719 2.983 3.930
P -0.270 0.221 -0.417
Cl 1.443 3.594 1.919
C -1.023 -0.689 0.994
H -0.313 -0.530 1.827
H -1.911 -0.080 1.248
C 1.547 0.530 -0.221
C -0.962 1.935 -0.339
C 2.246 0.724 -1.581
H 1.572 1.499 0.324
C 3.692 1.191 -1.377
H 2.251 -0.224 -2.138
H 1.717 1.453 -2.214
C 4.481 0.198 -0.519
H 4.172 1.315 -2.354
H 3.684 2.174 -0.887
C 3.777 -0.110 0.810
H 4.616 -0.735 -1.081
H 5.482 0.597 -0.318
C 2.289 -0.477 0.669
H 4.296 -0.930 1.322
H 3.851 0.772 1.463
H 2.184 -1.495 0.260
H 1.840 -0.494 1.676
C -0.733 -0.763 -1.889
C -2.495 1.966 -0.426
H -0.638 2.253 0.674
C -3.053 3.392 -0.285
H -2.813 1.548 -1.394
H -2.947 1.331 0.348
C -2.394 4.390 -1.241
H -4.135 3.365 -0.457
H -2.897 3.731 0.748
C -0.866 4.339 -1.161
H -2.709 4.167 -2.269
H -2.741 5.405 -1.016
C -0.317 2.916 -1.335
H -0.426 4.987 -1.929
H -0.533 4.720 -0.186
H -0.506 2.575 -2.365
H 0.773 2.951 -1.206
C 0.165 -2.004 -2.006
H -1.756 -1.102 -1.646
C -0.487 -2.993 -2.974
H 1.156 -1.712 -2.384
H 0.317 -2.478 -1.027
C -0.672 -2.356 -4.358
H 0.131 -3.896 -3.044
H -1.463 -3.294 -2.569
C -1.385 -0.994 -4.301
H 0.315 -2.227 -4.821
H -1.238 -3.040 -5.002
C -0.818 -0.036 -3.239
H -1.340 -0.511 -5.284
H -2.446 -1.161 -4.073
H 0.182 0.319 -3.537
H -1.465 0.852 -3.165
C -0.246 -3.094 1.270
C -1.430 -2.125 0.946
H 0.214 -3.664 0.462
C -2.500 -2.346 2.032
H -1.833 -2.391 -0.047
C -1.903 -1.987 3.401
H -3.380 -1.719 1.827
H -2.830 -3.390 2.020
C -0.744 -2.899 3.788
H -1.553 -0.946 3.398
H -2.684 -2.041 4.170
C 0.255 -3.207 2.623
H -0.190 -2.465 4.631
H -1.155 -3.858 4.141
H 1.143 -2.541 2.725
H 0.655 -4.227 2.769
C 1.434 0.560 5.172
O 0.712 1.182 4.138
H 2.043 -0.237 4.730
H 0.741 0.095 5.890
H 2.103 1.238 5.732
*
```

Below is C26H48ClPTm as an isolated structure, with properties calculated with wB97M-V/def2-TZVPD.

The frontier orbital gap (spin up / spin down) is 3.97 / 3.96 eV. Its HOMO energy (spin up / spin down) is -1.3 / -1.3 eV.

Geometry as ORCA input:
```
! RIJCOSX wB97M-V def2-TZVPD def2/J DEFGRID3
* xyz -1 3
Tm -0.252 -1.291 2.052
Cl 0.392 -3.272 0.653
P -0.213 0.085 -0.430
C -1.272 -2.806 3.683
H -2.239 -2.278 3.767
H -1.350 -3.890 3.584
C 0.176 1.896 -0.531
C -1.918 -0.289 -1.114
C -0.902 2.767 0.132
H 1.078 1.951 0.108
C -0.391 4.214 0.233
H -1.826 2.738 -0.469
H -1.154 2.384 1.132
C 0.068 4.766 -1.118
H -1.182 4.850 0.640
H 0.450 4.244 0.941
C 1.082 3.836 -1.790
H -0.799 4.892 -1.780
H 0.507 5.762 -0.992
C 0.546 2.407 -1.923
H 1.345 4.217 -2.781
H 2.006 3.813 -1.194
H -0.348 2.388 -2.567
H 1.302 1.767 -2.396
C 0.976 -0.811 -1.588
C -2.356 0.531 -2.330
H -1.778 -1.339 -1.428
C -3.626 -0.104 -2.920
H -2.564 1.566 -2.018
H -1.574 0.576 -3.101
C -4.764 -0.149 -1.893
H -3.940 0.456 -3.807
H -3.396 -1.129 -3.248
C -4.323 -0.821 -0.591
H -5.102 0.876 -1.687
H -5.623 -0.681 -2.318
C -3.005 -0.246 -0.027
H -5.114 -0.731 0.159
H -4.177 -1.894 -0.783
H -3.157 0.798 0.295
H -2.745 -0.827 0.881
C 2.450 -0.415 -1.408
H 0.886 -1.841 -1.195
C 3.346 -1.359 -2.226
H 2.617 0.618 -1.749
H 2.714 -0.448 -0.341
C 2.934 -1.427 -3.701
H 4.386 -1.028 -2.158
H 3.292 -2.367 -1.793
C 1.449 -1.770 -3.856
H 3.137 -0.463 -4.189
H 3.539 -2.169 -4.235
C 0.553 -0.824 -3.051
H 1.165 -1.722 -4.911
H 1.277 -2.803 -3.520
H 0.631 0.193 -3.462
H -0.493 -1.141 -3.160
C 1.673 -0.135 1.953
C -0.074 -2.277 4.186
H 2.108 0.628 1.297
C 1.126 -3.182 4.381
H -0.026 -1.301 4.719
C 2.415 -2.391 4.686
H 0.924 -3.848 5.237
H 1.280 -3.836 3.498
C 3.006 -1.685 3.448
H 2.193 -1.647 5.465
H 3.187 -3.067 5.084
C 2.395 -0.246 3.220
H 4.090 -1.560 3.612
H 2.877 -2.319 2.546
H 1.720 0.073 4.047
H 3.259 0.448 3.193
C -1.134 0.752 3.069
H -0.403 1.575 2.970
H -1.233 0.602 4.152
H -2.103 1.161 2.756
*
```

It is found that the ΔE to the lowest compared entry with this formula, charge and spin values, taken in the order of the records, are 25.9 0.0 0.0 kJ/mol.